DFT (ωB97M-V/def2-TZVPD) results for a 2-piece molecular cluster, C7H10NS overall.

Each line ends with the Löwdin charge.
Positions of all 19 atoms, in Å:
C (2.6567, -1.6797, 0.0220)  -0.120
C (3.6295, -0.8792, -0.4803)  -0.343
C (1.6699, -0.8568, 0.8088)  -0.439
C (1.7847, 0.5229, 0.4306)  -0.414
C (0.7683, -1.3647, 1.6412)  0.135
C (-1.2516, 1.6575, -0.2039)  0.126
C (-3.3987, 0.6609, -0.6992)  -0.036
N (-2.2103, 1.4399, -1.0374)  -0.026
S (3.2476, 0.8607, -0.2529)  0.985
H (2.5639, -2.8021, -0.0350)  0.135
H (4.5648, -1.2406, -0.8784)  0.070
H (0.6763, -2.3195, 1.9976)  0.059
H (0.1147, -0.7263, 2.1320)  0.046
H (-1.2520, 1.4720, 0.9583)  0.161
H (-0.2745, 2.1682, -0.5102)  0.113
H (-3.1257, -0.4342, -0.7395)  0.124
H (-3.8170, 0.7866, 0.3124)  0.106
H (-4.1895, 0.9832, -1.4263)  0.117
H (-2.1573, 1.7512, -2.0399)  0.200

Summary:
Gap between HOMO and LUMO (alpha / beta) in eV: 6.92 / 6.92
E_HOMO (alpha / beta) in eV: -11.7 / -11.7
Electronic energy in eV: -19734.9856
Charge: +1
Molar mass in u: 140.231
LUMO (alpha / beta) in eV: -4.764 / -4.764
Relative energy (zero: lowest compared OMol25 entry of this formula, charge and spin) in eV: 2.8574